No. 1
{"formula": "C10H19FeN3O6S", "method": "wB97M-V/def2-TZVPD", "elements": ["Fe", "O", "C", "C", "N", "C", "C", "O", "O", "C", "C", "O", "O", "H", "H", "H", "H", "H", "H", "H", "H", "H", "N", "C", "N", "S", "H", "H", "H", "H", "C", "O", "C", "C", "H", "H", "H", "H", "H", "H"], "xyz": [[0.010, -0.111, 0.205], [-1.851, -1.070, -1.097], [-2.822, -0.151, -1.570], [-3.049, 0.941, -0.518], [-1.826, 1.654, -0.189], [-1.915, 2.294, 1.119], [-1.815, 1.259, 2.288], [-2.536, 1.414, 3.264], [-0.957, 0.349, 2.121], [-1.370, 2.589, -1.203], [0.196, 2.750, -1.131], [0.692, 3.730, -1.668], [0.806, 1.820, -0.542], [-1.305, -1.391, -1.827], [-3.766, -0.693, -1.736], [-2.510, 0.296, -2.520], [-3.395, 0.462, 0.400], [-3.845, 1.615, -0.880], [-2.840, 2.882, 1.235], [-1.058, 2.966, 1.228], [-1.847, 3.577, -1.107], [-1.593, 2.208, -2.203], [3.354, 0.228, -1.147], [2.839, -0.863, -0.366], [3.884, -1.875, -0.248], [1.444, -1.606, -1.299], [4.191, 0.612, -0.723], [2.640, 0.950, -1.213], [4.624, -1.528, 0.354], [3.483, -2.707, 0.168], [1.320, -1.523, 2.955], [1.585, -1.536, 1.571], [2.293, -0.443, 1.002], [3.165, 0.382, 1.906], [2.238, -1.405, 3.542], [0.874, -2.493, 3.175], [0.603, -0.733, 3.199], [4.015, -0.175, 2.338], [2.576, 0.789, 2.725], [3.568, 1.223, 1.345]], "atomic_forces_ev_per_a": [[-0.193, 0.918, -0.141], [0.457, -0.022, 0.134], [-0.441, 0.331, 0.057], [0.085, -0.284, -0.226], [0.039, -0.347, -0.023], [-0.021, -0.333, 0.489], [-0.775, 1.171, -0.526], [-0.060, 0.064, 0.188], [1.322, -1.320, -1.067], [0.715, 0.035, 0.046], [-1.017, 0.305, -0.360], [-0.018, 0.338, -0.163], [0.410, -1.229, 0.766], [0.033, -0.008, 0.090], [0.132, 0.228, -0.015], [0.025, -0.086, 0.080], [-0.116, -0.028, -0.002], [0.039, -0.072, 0.084], [0.143, -0.093, -0.037], [-0.053, -0.021, -0.035], [0.090, -0.128, -0.023], [0.006, -0.001, 0.046], [0.214, 0.207, 0.027], [-0.594, -0.338, -0.341], [0.165, -0.039, 0.031], [-0.954, 0.432, 0.390], [0.006, 0.131, 0.027], [0.065, 0.132, 0.035], [0.079, -0.081, 0.091], [0.035, 0.034, 0.056], [-0.141, 0.135, 0.568], [0.542, 0.956, -0.553], [0.218, -0.857, 0.243], [-0.333, -0.023, -0.021], [-0.060, -0.056, -0.057], [0.008, 0.055, 0.045], [0.119, -0.120, 0.090], [-0.158, -0.054, -0.078], [0.063, 0.077, 0.125], [-0.075, -0.008, -0.039]], "relative_energy_kcal_mol": 0.42, "gap_ev": [7.3, 7.6], "e_homo_ev": [-4.39, -4.73], "total_charge": -1, "s_squared": 8.761, "multiplicity": 6, "e_tot_ev": -72657.9537, "largest_force_ev_per_a": 2.2}



No. 2
{"formula": "C10H19N2", "method": "wB97M-V/def2-TZVPD", "elements": ["C", "C", "C", "C", "C", "C", "C", "C", "C", "C", "N", "N", "H", "H", "H", "H", "H", "H", "H", "H", "H", "H", "H", "H", "H", "H", "H", "H", "H", "H", "H"], "xyz": [[-0.456, 1.225, -1.738], [-0.981, 0.910, -0.563], [0.892, 0.676, -1.971], [-0.262, 0.100, 0.321], [-1.811, -1.588, 1.244], [-1.208, -1.633, -1.221], [1.340, -0.346, 2.064], [0.664, 2.131, 1.596], [-0.723, -1.343, 0.183], [0.257, 0.626, 1.664], [1.327, -0.131, -1.062], [1.560, 0.991, -3.166], [-0.924, 1.884, -2.453], [-1.900, 1.182, -0.157], [-1.394, -1.593, 2.219], [-2.278, -2.591, 1.130], [-2.682, -0.865, 1.221], [-2.089, -1.052, -1.384], [-1.316, -2.783, -1.308], [-0.528, -1.300, -2.044], [1.112, -1.472, 1.841], [1.710, -0.441, 3.106], [2.144, -0.092, 1.398], [-0.130, 2.668, 1.009], [1.652, 2.282, 1.124], [0.590, 2.649, 2.584], [0.097, -1.998, 0.365], [-0.569, 0.733, 2.293], [2.266, -0.653, -0.985], [1.242, 1.410, -4.049], [2.398, 0.415, -3.262]], "atomic_forces_ev_per_a": [[0.067, 0.784, -0.044], [1.088, 1.331, -1.424], [0.833, 0.421, -2.498], [2.285, -2.267, 0.407], [-1.590, -0.305, -0.717], [0.607, -1.958, -0.833], [0.337, -2.652, 0.709], [-0.565, 0.471, -0.350], [-0.442, 0.261, 0.063], [1.299, 0.617, -1.728], [0.178, 0.323, 1.917], [0.311, -1.379, 1.601], [-0.040, -0.131, -0.118], [-1.789, 0.825, 0.133], [0.397, 0.218, 0.995], [0.414, 0.578, -0.233], [1.080, -0.561, -0.128], [-1.137, -0.404, -0.330], [-0.341, 2.042, -0.036], [-0.344, -0.609, 0.938], [0.083, 2.179, 0.301], [-0.425, 0.932, -0.529], [0.835, -0.056, 0.047], [0.898, -0.402, 0.244], [-0.490, 0.059, 0.294], [0.511, -0.792, -0.596], [0.528, -0.378, 0.404], [-1.759, -0.881, 1.160], [-2.095, 1.401, -0.579], [-0.431, -0.244, 1.215], [-0.305, 0.575, -0.289]], "relative_energy_kcal_mol": 71.77, "gap_ev": 10.1, "e_homo_ev": -14.04, "total_charge": 1, "multiplicity": 1, "e_tot_ev": -13649.8101, "largest_force_ev_per_a": 3.2}



No. 3
{"formula": "C10H19N2S2", "method": "wB97M-V/def2-TZVPD", "elements": ["C", "C", "C", "C", "C", "C", "C", "C", "C", "C", "N", "N", "S", "S", "H", "H", "H", "H", "H", "H", "H", "H", "H", "H", "H", "H", "H", "H", "H", "H", "H", "H", "H"], "xyz": [[-0.403, 0.883, 0.428], [0.681, 0.504, 1.116], [-0.406, 1.669, -0.834], [2.036, 1.123, 0.909], [1.050, 1.956, -1.291], [1.845, 2.295, -0.023], [-1.339, -0.527, 1.927], [-2.477, -1.063, 2.666], [-2.765, 0.475, 0.102], [-0.275, -3.536, -0.935], [-0.147, -2.306, -0.883], [-1.541, 0.279, 0.829], [0.211, -0.547, 2.399], [4.136, -0.944, -1.888], [-0.994, 1.084, -1.703], [-0.850, 2.602, -0.566], [2.516, 1.393, 1.827], [2.672, 0.417, 0.283], [1.506, 1.029, -1.742], [1.079, 2.785, -1.932], [1.333, 3.096, 0.431], [2.752, 2.598, -0.305], [-2.107, -1.888, 3.378], [-3.050, -1.579, 1.857], [-2.998, -0.361, 3.242], [-2.867, -0.262, -0.738], [-3.604, 0.432, 0.954], [-2.821, 1.410, -0.349], [0.091, -4.330, -0.323], [-0.725, -3.962, -1.749], [-0.719, -1.830, -1.571], [3.382, -1.977, -2.447], [4.798, -0.920, -3.067]], "atomic_forces_ev_per_a": [[0.444, -0.667, -1.615], [0.993, 0.468, 1.085], [0.346, -1.318, -2.084], [-0.157, -1.587, -1.912], [-0.115, -2.424, 1.692], [-2.583, -1.346, -0.102], [-1.971, 1.994, -1.562], [1.052, -4.090, -0.540], [-2.741, -2.173, 2.359], [0.250, -1.038, -0.387], [0.249, 2.144, 1.961], [0.748, -1.128, 1.685], [1.740, 0.175, 0.021], [-0.601, -1.213, -1.185], [1.085, 1.502, 2.029], [-0.800, 0.849, -0.458], [0.342, 0.039, 0.474], [-0.460, 0.464, 1.247], [-0.505, 0.997, 0.083], [0.028, 0.880, -1.168], [-0.496, 1.160, 0.940], [3.731, 1.520, -1.047], [-0.630, 1.236, -1.029], [-0.360, 0.357, 1.154], [-0.991, 1.154, 0.536], [-0.182, 0.274, 1.094], [1.413, -0.148, -2.515], [0.145, 1.742, -0.415], [0.950, 0.299, 1.294], [-1.795, -1.183, -2.234], [0.303, -0.158, -0.600], [0.492, 0.914, 0.824], [0.076, 0.305, 0.376]], "relative_energy_kcal_mol": 0.00, "gap_ev": 8.8, "e_homo_ev": -12.12, "total_charge": 1, "multiplicity": 1, "e_tot_ev": -35320.9079, "largest_force_ev_per_a": 4.3}



No. 4
{"formula": "C10H19N3O5", "method": "wB97M-V/def2-TZVPD", "elements": ["C", "C", "C", "C", "C", "C", "C", "C", "C", "C", "H", "H", "H", "H", "H", "H", "H", "H", "H", "H", "H", "H", "H", "H", "H", "H", "H", "H", "H", "N", "N", "N", "O", "O", "O", "O", "O"], "xyz": [[2.044, 0.731, -1.330], [1.009, 1.427, -0.354], [1.536, 0.481, -2.862], [0.283, -0.474, -3.036], [0.752, -1.981, -3.148], [0.099, -2.775, -1.981], [-0.583, 0.981, 1.336], [0.367, 1.200, 2.522], [-1.805, 0.350, 1.915], [-2.840, -0.415, 1.019], [3.187, -0.925, -1.619], [2.950, -0.665, 0.014], [2.757, 1.595, -1.478], [2.372, -0.025, -3.363], [1.581, 1.495, -3.105], [-0.590, -0.355, -2.272], [-0.099, -0.070, -3.973], [0.156, -2.248, -3.994], [1.755, -2.083, -3.356], [0.429, -3.831, -2.047], [-0.924, -2.670, -2.175], [1.129, -1.679, -0.519], [0.068, -2.901, 0.031], [0.324, -0.478, 0.140], [-0.901, 1.923, 0.937], [-2.317, 1.102, 2.453], [-1.503, -0.437, 2.691], [-4.720, -0.133, 0.592], [1.508, 0.751, 3.676], [2.480, -0.603, -0.874], [0.227, -2.197, -0.634], [0.190, 0.535, 0.293], [1.007, 2.605, -0.069], [0.373, 2.120, 3.272], [-2.628, -1.424, 0.373], [-4.081, 0.222, 1.259], [1.253, 0.266, 2.838]], "atomic_forces_ev_per_a": [[-0.703, 0.627, -1.254], [0.300, -1.981, 0.195], [0.096, -1.587, 3.680], [0.609, 1.505, 0.659], [-4.228, 1.779, 1.441], [1.799, 0.215, -0.017], [0.453, 1.888, 1.241], [-0.765, 0.293, -0.298], [-0.419, -3.802, 0.289], [0.311, 0.142, 0.657], [-1.451, 0.383, 1.707], [0.252, 0.479, 0.395], [0.177, -1.291, 0.594], [-0.047, 0.315, 0.046], [-1.146, 1.501, -1.664], [1.872, -0.061, -1.066], [-0.395, -0.642, -0.280], [0.149, -1.006, -0.869], [2.266, -0.319, -0.138], [-0.291, 0.373, 0.130], [-1.702, -0.569, -0.578], [-0.539, -1.532, -0.304], [-0.076, -0.818, 1.160], [-0.586, 0.868, -0.204], [-0.159, 1.167, 0.717], [-0.543, 0.779, 0.486], [-0.390, 0.813, -1.011], [0.502, 0.138, 0.776], [0.608, -1.208, -0.634], [2.019, 0.488, -1.854], [1.272, 0.984, -1.135], [1.276, -2.640, -2.461], [0.230, 0.256, -0.675], [-1.231, 2.662, 0.860], [-1.049, 2.246, 0.975], [0.927, -1.515, -1.838], [0.603, -0.928, 0.271]], "relative_energy_kcal_mol": 79.96, "gap_ev": 9.4, "smiles": "NCCCC[C@H](N)C(=O)N[C@@H](CC(=O)O)C(=O)O", "e_homo_ev": -8.80, "total_charge": 0, "multiplicity": 1, "e_tot_ev": -25384.4544, "largest_force_ev_per_a": 4.8}



No. 5
{"formula": "C10H19N3OS", "method": "wB97M-V/def2-TZVPD", "elements": ["C", "C", "C", "C", "C", "C", "C", "C", "C", "C", "N", "N", "N", "O", "S", "H", "H", "H", "H", "H", "H", "H", "H", "H", "H", "H", "H", "H", "H", "H", "H", "H", "H", "H"], "xyz": [[0.862, 1.010, -1.599], [0.660, 0.534, -0.398], [1.544, -0.699, 2.324], [-1.581, 0.366, -1.301], [-0.134, -0.124, -1.482], [0.025, 0.763, 1.046], [0.127, -1.533, -1.947], [0.324, 2.111, 1.668], [3.971, -0.531, 2.401], [-2.672, -0.578, -1.791], [0.335, -0.347, 1.930], [2.659, -0.183, 1.906], [-4.068, 0.062, -1.526], [-2.621, -0.904, -3.103], [-1.771, 0.635, 0.555], [1.384, 1.657, -2.260], [1.604, -1.496, 3.059], [-1.705, 1.355, -1.757], [-0.363, -2.261, -1.303], [1.196, -1.725, -1.927], [-0.220, -1.687, -2.965], [-0.225, 2.212, 2.603], [0.011, 2.912, 1.003], [1.383, 2.236, 1.877], [3.909, -1.343, 3.120], [4.421, 0.337, 2.885], [4.616, -0.830, 1.575], [-2.679, -1.509, -1.211], [-0.460, -0.821, 2.342], [2.652, 0.533, 1.185], [-4.237, 0.227, -0.525], [-4.783, -0.589, -1.885], [-4.176, 0.949, -2.038], [-2.292, -0.196, -3.676]], "atomic_forces_ev_per_a": [[0.098, -0.955, 1.000], [-1.338, 0.520, 1.083], [-0.046, -0.144, 0.147], [0.026, 0.180, 0.543], [0.394, 0.187, 0.148], [0.705, -0.060, -2.638], [-0.016, 0.092, -0.067], [-0.147, 0.130, 0.073], [0.874, -0.137, 0.291], [0.176, 0.021, 0.585], [-0.242, -0.201, 0.213], [-0.351, 0.400, -0.471], [-0.108, -0.186, -0.074], [-0.145, -0.032, -0.636], [0.064, 0.047, -0.166], [0.046, 0.597, -0.356], [0.013, 0.053, -0.018], [-0.063, -0.058, -0.046], [-0.054, -0.162, 0.064], [0.063, -0.031, 0.035], [0.028, -0.107, -0.047], [0.012, 0.034, 0.058], [0.028, -0.043, -0.047], [0.102, -0.012, 0.060], [-0.068, -0.008, -0.024], [-0.075, -0.076, 0.008], [-0.101, -0.052, 0.024], [-0.082, 0.222, -0.076], [0.233, -0.079, 0.003], [-0.204, -0.135, 0.117], [-0.047, -0.008, -0.215], [0.153, 0.211, 0.133], [0.049, -0.199, 0.190], [0.023, -0.006, 0.104]], "relative_energy_kcal_mol": 4.30, "gap_ev": 9.9, "smiles": "C/[NH+]=C/N[C@]1(C)S[C@H]([C@@H]([NH3+])O)[C@@]2(C)C=C21", "e_homo_ev": -16.02, "total_charge": 2, "multiplicity": 1, "e_tot_ev": -28013.4617, "largest_force_ev_per_a": 2.7}



No. 6
{"formula": "C10H19N5O5", "method": "wB97M-V/def2-TZVPD", "elements": ["C", "C", "C", "C", "C", "C", "C", "C", "C", "C", "H", "H", "H", "H", "H", "H", "H", "H", "H", "H", "H", "H", "H", "H", "H", "H", "H", "H", "H", "N", "N", "N", "N", "N", "O", "O", "O", "O", "O"], "xyz": [[-2.777, -0.664, -0.592], [-1.546, -1.177, 0.217], [-2.241, -0.173, -1.919], [-1.431, 1.137, -1.982], [-0.548, 1.292, -3.229], [1.075, 2.507, -1.809], [0.450, -0.554, 1.557], [1.140, 0.719, 2.091], [1.385, -1.470, 0.826], [1.464, -2.760, 1.696], [-3.372, 1.171, 0.243], [-4.249, -0.145, 0.811], [-3.334, -1.543, -0.914], [-1.593, -1.070, -2.271], [-3.114, -0.096, -2.607], [-0.835, 1.271, -1.129], [-2.160, 2.021, -1.961], [-1.007, 1.339, -4.185], [0.099, 0.400, -3.297], [-0.108, 3.299, -3.092], [1.512, 3.380, -0.254], [2.061, 0.928, -2.374], [2.585, 1.599, -0.939], [-1.327, 0.605, 1.273], [0.222, -1.058, 2.516], [2.386, -1.067, 0.808], [1.132, -1.759, -0.188], [-0.165, -3.479, 1.034], [1.343, 1.553, 0.392], [-3.737, 0.227, 0.017], [0.399, 2.397, -3.072], [0.917, 3.548, -1.087], [1.762, 1.392, -1.532], [-0.868, -0.241, 0.979], [-1.058, -2.279, 0.005], [1.648, 0.621, 3.174], [2.354, -2.871, 2.507], [0.658, -3.781, 1.421], [1.246, 1.840, 1.376]], "atomic_forces_ev_per_a": [[-0.139, -0.597, 0.531], [0.441, 1.494, 0.002], [0.942, -0.769, -1.645], [-2.568, 0.849, -1.444], [1.707, -1.258, 1.724], [-2.478, 1.707, -1.989], [-1.926, 1.016, 1.665], [0.827, -1.322, 1.170], [0.293, -1.536, -0.151], [2.126, 0.125, -0.380], [-0.369, -0.955, -0.231], [0.322, -0.017, -0.199], [0.078, -0.319, 0.518], [-0.911, 1.541, 0.216], [0.633, -0.117, 0.349], [0.949, -0.050, 1.154], [0.808, -1.049, -0.009], [-0.803, 0.378, -0.617], [-0.395, -0.069, 0.016], [0.290, -0.646, -0.428], [-0.397, 0.945, -0.356], [0.081, -0.399, -0.055], [-0.436, -0.349, -0.649], [-0.054, 0.006, -0.096], [0.208, 0.320, -0.280], [0.300, 0.094, 0.195], [-0.299, 0.368, -0.050], [-0.460, 0.445, -0.814], [-0.899, 0.547, 2.056], [0.498, 1.290, 0.394], [-0.382, 2.230, 0.800], [0.918, -0.931, 0.446], [2.570, -1.369, 1.523], [-0.044, -1.104, -1.194], [-0.811, -0.111, 0.108], [-0.276, 0.580, -0.040], [-0.718, 0.039, -0.323], [0.143, -0.329, 0.806], [0.228, -0.677, -2.720]], "relative_energy_kcal_mol": 41.81, "gap_ev": 10.1, "smiles": "[H]/N=C(\\N)NCCC[C@H](N)C(=O)N[C@@H](CC(=O)O)C(=O)O", "e_homo_ev": -9.86, "total_charge": 0, "multiplicity": 1, "e_tot_ev": -28366.3437, "largest_force_ev_per_a": 3.6}